Density functional theory data (ωB97M-V/def2-TZVPD) for an isolated ion of composition C3H6N3O and charge +1.

Geometry (Å):
C 0.0894 0.9447 -0.0209
C 1.4995 1.1071 -0.0296
C -1.8430 -0.4482 0.0554
N 0.3929 -1.2760 -0.0789
N -0.3987 -0.2912 -0.0231
N 2.3394 0.1870 -0.0095
O 3.2705 -0.4888 0.0742
H -0.5679 1.7911 -0.0022
H 1.8814 2.1256 -0.0834
H -2.2330 0.1765 0.8576
H -2.3096 -0.1425 -0.8818
H -2.1011 -1.4872 0.2560
H -0.0198 -2.1981 -0.1138

Computed properties:
Lowest unoccupied orbital energy = -6.4 eV
2S+1 = 1
Energy relative to the best compared isomer or geometry (same formula, charge and spin) = 508.11 kJ/mol
Total energy = -9713.4639 eV
Total charge = +1

How is the electron density shared among the atoms? According to natural (NBO), the charges in e are: -0.152, -0.054, -0.446, -0.433, 0.018, 0.382, -0.023, 0.258, 0.321, 0.250, 0.254, 0.243, 0.380